Entry 1:
The following is a quantum chemistry calculation of the molecule C2H3NS4, from the Open Molecules 2025 dataset.

CARTESIAN COORDINATES (ANGSTROEM)
C: 0.94298 1.08067 -0.60462
C: 0.70139 -0.05930 0.16152
N: 1.75712 1.19911 -1.57468
S: 2.34402 -1.62630 -0.94572
S: 2.49620 -0.09737 -2.28645
S: 0.87572 0.12747 1.90054
S: -0.78969 -1.04722 -0.32315
H: 0.56416 2.13045 -0.32884
H: 0.31618 -0.90302 2.28251
H: -0.63432 -0.60884 -1.48775

Cartesian forces, eV/Å:
1.3 4.4 -0.9
-1.3 -4.4 1.3
-0.5 -0.5 -1.3
-1.1 1.2 1.0
0.6 0.4 0.0
2.1 3.3 -1.3
0.7 0.2 2.9
0.1 -1.9 0.3
-1.8 -3.2 0.9
0.0 0.6 -2.9

Summary:
Maximum force   4.8 eV/Å
ΔE to the lowest compared entry with this formula, charge and spin   229.88 kJ/mol
Orbital gap   6.3 eV
Total charge   0
Molecular weight   169.3 g/mol

Atomic partial charges in e from the natural (NBO) method, atoms 1 to 8:
1 C -0.162
2 C -0.239
3 N -0.505
4 S -0.220
5 S 0.367
6 S 0.178
7 S 0.105
8 H 0.252

---

Entry 2:
The following is a quantum chemistry calculation of a structure of composition C65H44B3Br2ClF3NO13S2, from the Open Molecules 2025 dataset.

CARTESIAN COORDINATES (ANGSTROEM)
O: 7.51553 0.55730 4.13096
S: 8.38611 0.48881 3.01689
O: 8.48456 1.68032 2.25542
Cl: 10.26207 0.03921 3.76814
C: 7.97933 -0.91896 1.98756
C: 6.89090 -0.62781 0.94714
C: 5.58420 0.00175 1.51147
C: 5.05064 1.06334 0.50292
B: 3.48316 1.17546 0.41431
O: 2.58166 0.22416 0.86859
B: 1.30810 0.71793 1.13524
C: 0.15059 -0.28930 1.55335
C: -1.10962 0.51367 1.94184
C: -2.28479 -0.36151 2.38558
F: -2.48911 -1.34508 1.49642
Br: -1.85227 -1.08301 4.15849
C: -3.58182 0.57666 2.45289
F: -3.23361 1.85536 2.45898
F: -4.27658 0.38825 1.33651
Br: -4.73155 0.33346 4.00431
O: 0.98109 2.06718 1.10135
B: 2.10988 2.83297 0.86333
N: 2.41723 4.01391 1.67636
C: 2.19899 5.02759 1.11034
S: 1.76873 6.45044 0.63728
O: 2.94695 2.36098 -0.13279
H: 8.89758 -1.18644 1.44963
H: 7.73126 -1.78916 2.60027
H: 7.28832 0.00036 0.14867
H: 6.60534 -1.57801 0.48286
H: 4.83679 -0.76721 1.72818
H: 5.75902 0.53521 2.44959
H: 5.47568 0.96189 -0.50433
H: 5.39456 2.04436 0.86130
H: 0.46583 -0.91474 2.39874
H: -0.04693 -0.96708 0.71128
H: -1.42983 1.06520 1.05061
H: -0.85996 1.19535 2.75611
C: 8.30183 -5.95418 -4.63150
C: 7.50490 -5.37838 -3.64694
C: 7.84866 -4.15160 -3.10473
C: 8.99739 -3.49905 -3.53575
C: 9.80930 -4.08829 -4.50719
C: 9.45115 -5.31151 -5.06012
C: 11.06879 -3.42810 -4.94753
O: 11.77252 -3.93775 -5.79470
C: 11.44928 -2.13393 -4.31949
C: 12.64833 -1.52909 -4.67521
C: 13.00786 -0.31805 -4.10762
C: 12.16638 0.29977 -3.18763
C: 10.97267 -0.30099 -2.82542
C: 10.61380 -1.52305 -3.38189
C: 9.34573 -2.17350 -2.95795
O: 8.61193 -1.63547 -2.15160
H: 8.02667 -6.90923 -5.06061
H: 6.61326 -5.88826 -3.30480
H: 7.22555 -3.70204 -2.34299
H: 10.07304 -5.76238 -5.82202
H: 13.30234 -2.00646 -5.39285
H: 13.94501 0.14890 -4.38263
H: 12.44596 1.24982 -2.75037
H: 10.32119 0.17824 -2.10660
C: -3.34388 -0.59665 -1.54458
C: -2.30651 -0.87637 -2.42921
C: -2.28067 -0.28629 -3.68251
C: -3.29890 0.57812 -4.06259
C: -4.35242 0.84118 -3.18350
C: -4.36576 0.26030 -1.92108
C: -5.47588 1.72444 -3.58921
O: -6.38934 1.95441 -2.82112
C: -5.46393 2.31103 -4.95592
C: -6.53427 3.09321 -5.37350
C: -6.52830 3.65563 -6.63885
C: -5.44800 3.44674 -7.49061
C: -4.38124 2.66393 -7.08160
C: -4.38888 2.08606 -5.81819
C: -3.25190 1.21840 -5.40455
O: -2.31070 1.03308 -6.14859
H: -3.35609 -1.05143 -0.56509
H: -1.51526 -1.55603 -2.13749
H: -1.47082 -0.50122 -4.36718
H: -5.17457 0.47245 -1.23408
H: -7.37358 3.25962 -4.71097
H: -7.36527 4.26046 -6.96398
H: -5.44188 3.89306 -8.47692
H: -3.54375 2.49817 -7.74622
C: -10.10025 -6.77451 0.50040
C: -10.25583 -6.01622 1.65677
C: -10.08570 -4.64269 1.61488
C: -9.74783 -4.02110 0.41894
C: -9.56891 -4.78478 -0.73599
C: -9.75712 -6.16090 -0.69251
C: -9.15994 -4.14315 -2.01569
O: -9.00853 -4.80784 -3.02091
C: -8.93332 -2.67375 -2.03262
C: -8.49659 -2.06364 -3.20288
C: -8.29391 -0.69429 -3.23549
C: -8.53473 0.07633 -2.10212
C: -8.96495 -0.52696 -0.93178
C: -9.15691 -1.90329 -0.88910
C: -9.58543 -2.54164 0.38433
O: -9.79354 -1.87308 1.37641
H: -10.24237 -7.84735 0.53323
H: -10.51229 -6.49935 2.59112
H: -10.21183 -4.05280 2.51311
H: -9.63114 -6.75160 -1.59019
H: -8.31158 -2.66012 -4.08662
H: -7.94826 -0.22156 -4.14700
H: -8.38155 1.14446 -2.13291
H: -9.14704 0.07157 -0.04900
C: 1.27492 6.04862 4.79606
C: 0.84369 6.83984 5.85579
C: -0.00610 6.30876 6.81442
C: -0.43850 4.99073 6.70718
C: -0.02247 4.20804 5.62811
C: 0.84369 4.73826 4.68400
C: -0.51123 2.81257 5.46337
O: -0.14561 2.13174 4.52389
C: -1.46522 2.27234 6.46748
C: -1.97859 0.99172 6.30060
C: -2.85791 0.47186 7.23521
C: -3.22201 1.22604 8.34671
C: -2.71771 2.50491 8.51505
C: -1.84586 3.03669 7.57298
C: -1.33966 4.42659 7.74842
O: -1.66047 5.08643 8.71559
H: 1.94556 6.45654 4.04984
H: 1.17077 7.86887 5.93394
H: -0.33902 6.92036 7.64249
H: 1.17710 4.12835 3.85542
H: -1.69390 0.40295 5.43794
H: -3.26091 -0.52418 7.10080
H: -3.90433 0.81514 9.08002
H: -3.00530 3.09230 9.37694

Cartesian forces, eV/Å:
-0.4 -0.6 1.0
-0.4 0.2 0.2
0.7 0.2 -1.0
-0.3 -0.1 -0.4
0.6 -0.7 -0.9
-0.7 0.3 0.6
0.3 0.5 -0.7
-0.5 -0.3 0.7
0.8 -0.2 -1.0
0.0 1.1 0.2
-1.4 -1.3 0.4
-0.1 0.5 0.1
0.3 -0.8 -0.4
0.6 1.6 0.5
-0.4 -0.6 0.1
0.0 -2.0 -2.0
0.1 -0.8 0.6
0.4 0.6 0.2
-0.4 -0.3 -0.4
-0.3 0.0 -0.3
1.2 0.0 0.5
-0.6 -0.4 -0.7
0.4 -2.9 -0.2
-0.8 3.2 0.1
0.2 0.2 -0.5
0.4 0.2 1.4
0.0 0.2 0.2
0.0 0.4 0.4
0.1 0.0 0.2
0.4 0.0 0.0
0.1 0.0 -0.1
0.0 -0.2 -0.1
-0.1 -0.1 0.1
0.0 -0.1 -0.3
0.1 0.1 -0.2
0.0 0.0 0.2
-0.1 0.1 0.3
-0.2 0.1 -0.3
0.0 0.0 0.0
0.0 0.0 0.0
-0.1 -0.1 0.0
0.1 -0.1 -0.1
-0.1 0.1 0.1
-0.1 -0.2 0.0
0.2 -0.2 -0.3
0.0 0.0 0.0
-0.1 0.1 0.1
0.2 0.1 0.0
-0.1 0.0 0.0
0.0 0.0 0.0
0.1 0.1 0.1
0.1 -0.1 -0.1
-0.2 0.2 0.2
0.0 0.0 0.0
0.0 0.0 0.0
0.0 0.0 0.0
0.1 0.1 0.0
0.1 0.1 0.0
-0.1 -0.1 0.0
0.0 0.0 0.0
0.0 0.0 0.0
-0.1 -0.1 0.0
0.0 0.0 -0.1
-0.1 0.1 0.0
0.2 -0.1 0.1
-0.1 0.0 0.1
0.1 0.0 -0.1
0.0 -0.1 0.1
-0.2 0.1 0.2
0.1 0.1 -0.1
0.1 0.0 -0.1
-0.1 0.1 -0.1
0.1 0.0 0.0
0.0 0.0 0.1
0.0 0.1 -0.2
-0.1 0.0 0.1
0.3 -0.1 -0.2
-0.1 0.0 0.0
0.0 0.0 0.0
0.0 0.0 0.0
-0.1 0.1 -0.1
0.0 0.1 -0.1
0.1 -0.1 0.1
0.0 0.0 0.0
0.0 0.0 0.0
0.0 -0.1 0.1
0.0 0.0 0.0
0.0 0.0 -0.1
0.0 -0.1 0.1
0.0 -0.1 -0.1
0.0 0.1 0.1
0.0 -0.2 0.0
0.1 -0.2 -0.3
0.0 0.0 0.1
0.0 0.1 0.1
0.1 0.1 -0.2
0.0 0.0 0.1
-0.1 -0.1 0.0
0.0 0.1 -0.1
0.0 -0.1 -0.1
-0.1 0.2 0.3
0.0 0.0 0.0
0.0 0.0 0.0
0.0 0.0 0.0
0.0 0.1 -0.1
0.0 0.1 0.0
-0.1 -0.1 0.1
0.0 0.0 0.0
0.0 0.0 0.0
0.0 -0.1 0.1
0.0 0.1 0.0
0.0 -0.1 0.0
0.1 0.1 -0.1
0.0 0.0 -0.1
-0.1 0.0 0.1
0.1 0.1 -0.2
0.0 -0.1 -0.1
0.1 0.0 0.0
-0.1 0.1 0.2
0.1 0.4 0.4
0.0 0.1 0.1
0.0 -0.1 -0.1
-0.1 -0.1 0.1
0.1 0.0 -0.1
-0.1 0.2 0.3
0.0 0.0 0.0
0.0 0.0 0.0
0.0 0.0 0.0
-0.1 -0.1 0.0
-0.1 -0.1 0.1
0.1 1.2 1.0
0.0 0.0 0.0
0.0 0.0 0.0
0.1 0.1 -0.1

Summary:
Maximum force   3.3 eV/Å
Orbital gap   8.4 eV
Total charge   0
Molecular weight   1395.9 g/mol

Atomic partial charges in e from the Löwdin method, atoms 1 to 8:
1 O -0.335
2 S 0.318
3 O -0.315
4 Cl 0.354
5 C -0.274
6 C -0.211
7 C -0.179
8 C -0.036

---

What is the formula in the first record? C2H3NS4